# 1
Here is 12 unconnected molecules or ions with the total composition C12H48N12O12 from the OMol25 dataset. Energies are from the ωB97M-V functional and the def2-TZVPD basis.

```
84
Properties=species:S:1:pos:R:3:forces:R:3
N 6.598 8.364 10.481 0.53 1.49 -1.68
C 6.938 8.640 11.726 -0.41 0.02 0.34
N 6.731 7.694 12.649 -0.91 -1.54 2.26
O 7.442 9.713 12.037 0.77 1.06 0.40
H 6.729 9.194 9.879 -0.24 -0.64 -0.19
H 5.935 7.676 10.234 -0.44 -0.62 -0.19
H 6.068 6.927 12.523 0.52 0.49 -0.38
H 6.720 8.017 13.618 0.26 -0.02 -0.63
N 7.745 17.068 10.218 -0.42 2.14 -0.29
C 7.029 16.291 11.040 0.69 0.51 -0.07
N 6.387 17.026 12.025 -0.24 -1.94 0.47
O 7.093 15.080 10.949 -0.55 -0.47 0.75
H 7.450 18.063 10.257 0.91 -1.14 -0.65
H 8.023 16.633 9.361 0.24 0.21 -0.55
H 5.907 17.855 11.752 -0.22 0.42 -0.15
H 5.821 16.368 12.540 -0.29 0.37 0.38
N 12.852 6.897 10.894 -0.24 1.16 1.73
C 13.073 7.663 9.805 -0.95 -0.09 -1.90
N 13.642 8.871 9.859 0.49 1.41 0.01
O 12.711 7.217 8.690 0.35 -0.37 0.07
H 12.145 6.228 10.636 -0.07 -0.27 0.44
H 12.705 7.430 11.785 0.31 -0.86 -1.04
H 13.548 9.486 10.665 0.22 -0.59 0.22
H 13.743 9.356 8.958 -0.12 -0.50 0.64
N 8.414 13.315 13.342 0.24 -0.40 -0.50
C 8.883 12.770 14.531 -1.19 -0.65 -0.16
N 8.679 11.374 14.558 1.50 1.46 0.60
O 9.289 13.420 15.465 0.27 -0.13 0.06
H 8.474 14.299 13.184 0.20 0.59 0.61
H 8.711 12.864 12.493 -0.20 -0.56 -0.07
H 8.813 10.953 15.455 0.17 -0.03 0.39
H 7.932 10.999 14.046 -0.95 -0.37 -0.97
N 12.136 8.934 6.557 -0.65 -0.19 -0.30
C 13.134 9.807 6.376 1.09 3.00 -1.08
N 14.393 9.477 6.897 0.44 -0.14 0.18
O 12.980 10.933 5.813 0.26 -2.48 0.94
H 12.145 8.168 7.218 0.53 -0.08 0.12
H 11.270 9.145 6.089 0.14 0.22 0.15
H 14.619 8.556 7.225 -0.67 -0.57 -0.07
H 15.268 9.906 6.589 -1.23 0.49 -0.18
N 7.358 13.111 8.309 -1.21 -1.24 -1.95
C 7.344 12.006 9.087 -1.06 -0.03 2.18
N 7.469 12.289 10.449 0.81 -0.93 -2.21
O 7.079 10.876 8.689 0.21 -0.19 -0.23
H 7.079 12.907 7.343 0.64 0.36 0.66
H 8.040 13.789 8.468 0.89 1.36 0.19
H 7.235 11.488 10.993 -0.15 -0.25 0.80
H 7.229 13.217 10.702 -0.31 0.73 0.61
C 9.569 7.238 15.783 -1.31 -0.50 1.94
O 9.213 7.815 17.098 -0.24 -0.40 -1.54
H 10.577 7.397 15.660 2.49 0.30 -0.51
H 9.395 6.161 15.776 -0.21 0.01 -0.02
H 9.080 7.680 14.932 -0.67 0.52 0.20
H 9.634 7.254 17.759 -0.05 0.11 -0.14
C 10.218 10.222 10.253 2.88 0.77 -0.28
O 10.227 9.821 11.632 -0.27 0.21 -0.93
H 11.187 10.881 10.043 -1.90 -1.22 0.53
H 10.333 9.348 9.580 -0.47 0.43 0.26
H 9.365 10.848 10.071 -0.30 -0.06 -0.41
H 9.295 9.861 11.895 -0.09 -0.21 0.46
C 12.633 10.551 13.544 1.84 -1.86 0.38
O 12.708 9.601 12.462 -0.26 0.34 -0.42
H 13.429 11.288 13.449 0.13 -0.08 -0.07
H 11.725 11.073 13.589 -1.50 0.42 0.04
H 12.823 9.939 14.463 -0.34 0.88 -0.43
H 11.836 9.570 11.999 0.24 0.25 0.85
C 9.135 6.616 8.006 -0.84 -1.66 -2.03
O 10.222 5.672 7.861 -1.05 0.63 0.09
H 8.210 5.974 7.952 0.82 0.61 0.36
H 9.115 7.185 8.901 0.28 0.40 0.98
H 8.990 7.304 7.133 0.62 -0.36 0.54
H 11.070 6.076 8.056 0.31 0.45 0.19
C 11.684 13.077 7.871 0.32 0.09 1.24
O 11.581 13.987 6.778 1.11 -0.72 -0.30
H 11.140 13.507 8.727 0.00 -0.08 -0.37
H 11.232 12.118 7.611 0.15 -0.08 0.06
H 12.738 12.913 8.263 -1.03 0.20 -0.82
H 12.220 13.605 6.137 -0.73 0.53 0.19
C 8.192 16.642 5.811 -0.44 1.41 2.13
O 8.801 16.039 6.970 0.56 -0.93 -0.91
H 7.229 16.268 5.523 -0.65 -0.81 0.38
H 8.011 17.690 6.138 0.23 -0.42 -0.71
H 8.765 16.587 4.936 1.28 0.12 -1.04
H 9.602 15.532 6.688 -0.87 0.49 0.35
```
Positions in Å, forces in eV/Å.

Calculated values
Energy relative to the best compared isomer or geometry (same formula, charge and spin) ... 13.8 kcal per mole
SMILES string ... NC(N)=O.NC(N)=O.NC(N)=O.NC(N)=O.NC(N)=O.NC(N)=O.CO.CO.CO.CO.CO.CO
E_LUMO ... 0.319 eV
Total charge ... 0
Kohn-Sham gap ... 0.36148 hartree
Electronic energy ... -55677.7398 eV
Multiplicity ... 1

=====

# 2
Here is a gas-phase ion, C4H14O3P (charge -1) from the OMol25 dataset. Energies are from the ωB97M-V functional and the def2-TZVPD basis.

```
22
Properties=species:S:1:pos:R:3:forces:R:3
O 2.947 -1.908 -0.424 -1.63 1.26 -0.13
C 2.110 -1.099 0.510 -0.80 0.11 0.33
C 2.441 0.506 0.370 1.20 -0.65 0.66
O 1.966 1.127 -0.876 -1.85 -0.01 2.23
C 0.563 1.586 -0.766 -0.57 0.39 -1.89
O -0.371 0.461 -0.944 0.97 2.33 1.43
C -1.722 0.772 -0.453 -0.32 1.58 -0.44
P -2.566 -0.787 0.354 -0.61 -0.23 -0.45
H 2.478 -1.833 -1.309 0.82 -0.05 1.69
H 0.993 -1.390 0.292 2.01 1.10 0.48
H 2.308 -1.411 1.642 0.01 0.52 -2.55
H 2.120 1.093 1.355 0.20 -1.18 -2.17
H 3.631 0.592 0.347 -2.53 -0.24 -0.14
H 0.391 2.305 -1.704 0.64 -1.38 1.84
H 0.353 2.253 0.180 0.50 -1.74 -1.34
H -1.720 1.593 0.391 0.35 -1.35 -1.41
H -2.373 1.216 -1.343 1.21 -0.83 1.53
H -3.402 0.137 1.092 -0.20 0.57 0.44
H -1.549 -0.825 1.377 0.61 0.40 0.55
H -1.786 -1.702 -0.445 0.54 -0.32 -0.23
H -3.562 -0.809 -0.710 -0.51 0.03 -0.28
H -3.247 -1.880 1.063 -0.04 -0.30 -0.15
```
Positions in Å, forces in eV/Å.

Calculated values
E_LUMO ... 3.513 eV
Total charge ... -1
Kohn-Sham gap ... 0.24312 hartree
Electronic energy ... -19800.5481 eV
Multiplicity ... 1

=====

# 3
Here is a molecular structure, C5H13ClF6FeN3O4Sb from the OMol25 dataset. Energies are from the ωB97M-V functional and the def2-TZVPD basis.

```
34
Properties=species:S:1:pos:R:3:forces:R:3
Fe 1.402 0.676 -0.952 0.11 -0.03 0.14
O -0.803 3.307 0.197 0.04 -0.01 0.00
Cl 0.194 3.019 -0.750 -0.05 -0.03 0.12
O 0.529 4.069 -1.602 0.03 0.08 -0.09
O 1.426 2.480 -0.052 -0.06 -0.01 -0.01
O -0.187 1.784 -1.533 0.01 -0.01 -0.05
F 2.703 1.575 -2.470 -0.04 0.03 -0.03
Sb 3.465 -0.154 -2.923 0.01 0.00 -0.04
F 3.175 0.061 -4.727 0.00 0.02 -0.01
F 1.524 -0.543 -2.605 -0.02 -0.02 -0.05
F 3.798 -1.966 -2.926 0.02 -0.05 0.02
F 3.266 -0.206 -0.932 0.02 0.02 -0.01
F 5.199 0.452 -2.809 -0.02 -0.01 0.02
C 0.172 1.002 2.471 -0.02 0.00 -0.02
N -0.854 0.359 1.645 0.02 0.01 0.03
C -2.215 0.837 1.879 0.01 0.02 0.00
C -0.572 -0.630 0.797 0.00 0.00 -0.02
N 0.650 -0.649 0.189 -0.07 -0.01 -0.03
N -1.463 -1.579 0.506 0.00 0.01 0.01
C -2.458 -2.056 1.467 0.00 -0.01 0.01
C -1.358 -2.367 -0.722 0.00 -0.01 0.00
H -0.092 0.860 3.519 0.01 0.01 0.00
H 0.212 2.068 2.259 0.00 0.00 0.01
H 1.144 0.556 2.286 0.00 -0.02 0.01
H -2.178 1.924 1.904 -0.01 0.00 0.00
H -2.615 0.478 2.827 -0.01 0.00 0.00
H -2.864 0.534 1.063 0.00 -0.01 0.00
H 0.956 -1.594 -0.026 0.03 0.02 -0.01
H -2.219 -1.703 2.466 0.00 0.00 -0.01
H -2.422 -3.144 1.474 0.00 0.00 0.00
H -3.465 -1.742 1.195 0.00 0.00 0.00
H -0.875 -1.794 -1.509 -0.01 0.01 0.01
H -2.365 -2.620 -1.050 0.00 0.00 -0.01
H -0.808 -3.296 -0.553 0.00 0.00 0.01
```
Positions in Å, forces in eV/Å.

Calculated values
Energy relative to the best compared isomer or geometry (same formula, charge and spin) ... 0.0 kcal per mole
E_LUMO (spin up / spin down) ... -4.101 / -6.469 eV
Total charge ... +1
Kohn-Sham gap (spin up / spin down) ... 0.35398 / 0.26305 hartree
Electronic energy ... -87797.8472 eV
Multiplicity ... 6

=====

# 4
Here is a molecular structure, C8H18AgBr2FN2O2Pt from the OMol25 dataset. Energies are from the ωB97M-V functional and the def2-TZVPD basis.

```
35
Properties=species:S:1:pos:R:3:forces:R:3
Ag -1.184 -4.220 -30.054 -0.19 0.11 0.42
Pt 1.232 -3.018 -27.791 0.03 -0.51 1.11
F -0.787 -3.359 -27.957 -0.06 -0.02 -0.92
Br -3.745 -5.619 -24.078 0.01 -0.04 -0.10
C -2.054 -5.718 -25.011 0.11 -0.25 -0.07
C -0.915 -5.227 -24.146 -0.28 0.11 -0.15
Br -0.521 -6.453 -22.709 0.07 0.03 -0.02
H -2.160 -5.116 -25.913 0.05 0.16 0.07
H -1.884 -6.752 -25.308 -0.15 -0.04 0.08
H -1.198 -4.277 -23.703 0.18 0.01 0.12
H -0.010 -5.109 -24.737 0.07 0.00 0.01
C 1.838 -6.267 -27.740 0.21 -0.15 -0.19
O 1.467 -5.108 -27.442 -0.07 0.06 0.14
N 1.058 -7.169 -28.292 0.32 0.33 -0.01
C 1.623 -8.409 -28.843 -0.09 -0.28 0.02
C -0.358 -6.927 -28.448 -0.49 -0.39 -0.18
H 2.841 -6.629 -27.499 0.14 0.25 -0.17
H 2.658 -8.270 -29.145 0.02 0.15 0.13
H 1.060 -8.660 -29.739 -0.02 -0.05 0.05
H 1.570 -9.238 -28.139 -0.15 0.05 0.05
H -0.667 -5.991 -27.985 0.22 0.08 0.02
H -0.634 -6.980 -29.510 0.01 0.08 0.03
H -0.912 -7.725 -27.948 -0.01 0.00 -0.07
C 1.346 -1.710 -25.081 0.19 -0.19 -0.24
O 1.128 -2.823 -25.686 0.04 0.44 -0.39
N 0.416 -1.018 -24.507 0.11 0.08 0.30
C 0.784 0.168 -23.711 0.08 -0.11 0.13
C -0.982 -1.405 -24.586 -0.42 -0.48 0.15
H 2.356 -1.307 -25.000 0.09 -0.08 0.01
H 1.740 0.008 -23.219 0.09 -0.01 -0.17
H 0.057 0.306 -22.916 -0.17 0.06 -0.15
H 0.835 1.036 -24.365 -0.12 0.12 0.12
H -1.608 -0.520 -24.663 0.06 0.05 -0.09
H -1.134 -2.084 -25.421 0.01 0.21 -0.14
H -1.275 -1.963 -23.693 0.10 0.21 0.11
```
Positions in Å, forces in eV/Å.

Calculated values
Energy relative to the best compared isomer or geometry (same formula, charge and spin) ... 0.0 kcal per mole
E_LUMO (spin up / spin down) ... -8.890 / -9.307 eV
Total charge ... +2
Kohn-Sham gap (spin up / spin down) ... 0.19814 / 0.18283 hartree
Electronic energy ... -165691.8305 eV
Multiplicity ... 3